[1]
DFT (the ωB97M-V functional and the def2-TZVPD basis) results for 40 unconnected molecules or ions with the total composition H80O40 in a non-equilibrium geometry.

Geometry (Å):
1 H -2.0319 1.7836 -1.2290
2 H -0.6250 1.1929 -1.6320
3 O -1.0930 1.8087 -1.0361
4 H 1.5834 -4.3060 4.0204
5 H 0.6534 -2.8553 4.2410
6 O 1.1642 -3.4883 3.7571
7 H 1.3521 -2.2612 -4.3254
8 H -0.0839 -2.8836 -4.2776
9 O 0.4327 -2.1221 -4.5343
10 H 4.0308 -1.6788 -4.6228
11 H 3.7861 -0.2882 -5.4977
12 O 3.4779 -0.9613 -4.9225
13 H 4.2631 0.7014 4.4603
14 H 3.2376 0.9598 3.4029
15 O 3.7374 1.4129 4.0808
16 H 1.6384 -4.0834 -2.6702
17 O 1.4790 -3.8214 -1.7700
18 H -3.8426 -1.5230 4.4302
19 O -3.5959 -0.6965 4.0603
20 H 1.1818 -3.6117 1.2685
21 H 1.8925 -2.4357 2.0122
22 O 1.4928 -2.7091 1.1824
23 H -4.4112 2.9955 2.7371
24 H -5.7288 2.5448 2.4908
25 O -5.1067 3.1615 2.0733
26 H -5.4576 -1.5596 0.9177
27 H -4.3797 -1.2540 -0.0831
28 O -4.5093 -1.6472 0.7938
29 H 1.9871 -6.2828 1.6234
30 H 0.6287 -6.3127 2.3704
31 O 1.5838 -6.3083 2.4944
32 H 0.0733 -2.8900 -1.0897
33 O -0.5132 -2.4493 -0.4867
34 H 4.2130 4.5257 -1.0699
35 H 3.4228 5.1870 -2.2199
36 O 4.0048 5.3774 -1.4669
37 H -1.8674 6.0291 -1.6740
38 H -1.9275 5.4649 -3.1840
39 O -1.3867 5.6954 -2.4288
40 H 2.4448 -0.6044 -3.5348
41 H 1.3488 0.2547 -2.6494
42 O 2.0297 -0.4168 -2.6780
43 H -1.5803 -4.5577 5.1697
44 H -0.7141 -4.0835 4.0557
45 O -1.6567 -4.2228 4.2685
46 H 0.3069 2.5048 -0.6434
47 H 1.2641 3.7116 -1.0925
48 O 1.2473 2.8302 -0.7188
49 H 0.6047 -5.0424 -4.1201
50 H 1.6868 -4.2986 -5.1790
51 O 1.4688 -4.7745 -4.3871
52 H -1.3897 4.8512 0.6430
53 O -0.9293 4.4151 -0.0801
54 H 4.2289 1.8176 -1.4962
55 H 2.9273 2.3365 -0.8122
56 O 3.9092 2.2935 -0.7463
57 H -1.8016 -4.6809 1.2700
58 O -0.8618 -4.5138 1.4334
59 H 3.8871 -0.6106 0.0817
60 H 4.8055 0.8404 0.4297
61 O 4.6827 -0.0568 -0.0325
62 H -3.7188 0.6278 0.7328
63 H -4.4468 2.1584 0.7516
64 O -4.4897 1.1811 0.5928
65 H 2.0922 -0.1989 1.1986
66 H 2.4656 1.3830 1.2898
67 O 2.2814 0.5788 1.7786
68 H 4.4182 2.2262 1.0088
69 H 5.8856 2.6554 1.1509
70 O 5.2650 1.9579 1.3944
71 H 0.4069 3.0892 3.4703
72 H 0.2282 1.5836 2.8997
73 O -0.0078 2.2260 3.5487
74 H -0.5091 -0.7515 -3.5497
75 H -0.5153 -0.8147 -2.0177
76 O -0.8786 -0.3487 -2.7823
77 H 0.7231 -0.1908 3.0020
78 H 0.1153 -1.5392 3.0792
79 O 0.5022 -0.8628 3.6530
80 H 4.2143 -2.8405 0.6593
81 H 4.8917 -2.2145 1.9166
82 O 4.3512 -2.9450 1.5979
83 H -4.8104 2.9405 -2.6685
84 H -4.9755 1.5285 -2.9831
85 O -4.8655 2.3807 -3.4523
86 H -2.5311 -2.7949 1.5725
87 H -2.4988 -1.5514 2.3851
88 O -1.9766 -2.0123 1.7333
89 H 3.2080 3.8486 3.4188
90 O 2.6163 4.5707 3.1606
91 H 0.3197 0.2544 0.5138
92 H 0.5390 -1.1053 -0.3195
93 O 0.8695 -0.1857 -0.1325
94 H -0.5238 3.6254 0.2570
95 H 2.0919 -3.2645 -1.3038
96 H -0.8935 -3.7660 2.0384
97 H -2.7745 -0.3676 3.7122
98 H -1.1812 -2.8262 0.0754
99 H 3.0654 5.1272 2.5187
100 O 1.0025 2.3302 -3.7041
101 H 1.3851 3.2165 -3.7768
102 H 0.3445 2.4101 -4.4027
103 O -2.1943 3.2610 -3.6582
104 H -1.4104 3.7814 -3.8484
105 H -2.5906 3.0950 -4.5225
106 O -3.6082 -4.5046 1.4742
107 H -4.3392 -4.1433 0.9680
108 H -3.8686 -4.9331 2.2908
109 O 1.3424 5.7608 -2.7631
110 H 1.3788 6.5709 -2.2686
111 H 0.8189 5.1357 -2.2584
112 O -3.5234 2.6821 4.9502
113 H -2.6588 3.0806 4.9723
114 H -3.6298 1.8512 5.4089
115 O -5.0392 0.2444 -1.6423
116 H -4.2522 0.0178 -2.1225
117 H -4.9978 0.7696 -0.7667
118 O -2.2282 -4.2424 -4.1510
119 H -1.6685 -4.7735 -3.5662
120 H -1.8825 -3.3778 -3.8916

Multiplicity ... 2
Highest occupied orbital energy (alpha / beta) ... -12.31 / -12.31 eV
Total charge ... +1

[2]
DFT (the ωB97M-V functional and the def2-TZVPD basis) results for 40 unconnected molecules or ions with the total composition H80O40 in a non-equilibrium geometry.

Geometry (Å):
1 H 3.8843 -1.5883 4.1790
2 H 5.3804 -1.6256 3.7334
3 O 4.8008 -1.5059 4.5081
4 H 5.7619 -1.7053 0.1219
5 H 6.0215 -2.8760 0.9595
6 O 5.3433 -2.5398 0.3761
7 H -1.5798 -4.5036 3.8618
8 H -0.5501 -4.4339 4.7502
9 O -1.4910 -4.3413 4.8286
10 H -1.9633 1.6093 5.1028
11 H -3.3307 1.0181 4.3108
12 O -2.8968 1.5710 4.9419
13 H 0.4990 4.9574 -4.5494
14 H -0.6440 4.0537 -4.3616
15 O -0.2726 4.8450 -3.9796
16 H -0.9407 0.8507 -0.5663
17 O -0.5570 0.4850 -1.3771
18 H 3.6880 -4.5002 -1.0568
19 O 3.8921 -3.6768 -1.5323
20 H 3.0374 0.6048 -3.4252
21 H 1.5904 1.3223 -3.6843
22 O 2.1154 0.5301 -3.6483
23 H -1.7786 3.6371 3.1362
24 H -3.1378 2.9747 3.5092
25 O -2.5580 3.2322 2.7117
26 H -3.1596 2.6306 -1.7001
27 H -2.2874 1.6542 -2.4991
28 O -3.1516 2.0487 -2.4491
29 H 1.5475 -4.5721 -1.0222
30 H 1.3263 -3.0756 -0.7733
31 O 1.3222 -3.9485 -0.3432
32 H -0.0741 -2.9712 0.3738
33 O -0.6612 -2.1748 0.3914
34 H 2.8437 2.3294 6.0019
35 H 2.5478 1.3368 4.6795
36 O 2.2225 1.8958 5.4282
37 H 1.4613 0.8889 -1.2967
38 H 2.3165 0.2621 -0.2111
39 O 1.4030 0.5053 -0.4238
40 H 5.9440 1.8421 0.1791
41 H 4.7590 1.1341 0.7391
42 O 5.3554 1.9029 0.9377
43 H 4.9500 3.9384 2.5731
44 H 3.6509 4.0285 2.1340
45 O 4.1103 3.5328 2.8224
46 H -0.6393 4.4222 -0.7337
47 H -0.8920 5.0903 -2.0188
48 O -0.4801 5.2727 -1.1593
49 H 0.7245 1.5697 0.7404
50 H 0.2416 1.0728 2.2628
51 O 0.7768 1.7459 1.7400
52 H 1.7613 5.7730 -1.0181
53 O 2.1092 6.1126 -0.1323
54 H -3.3669 -2.7890 0.6761
55 H -4.3696 -1.9977 0.0817
56 O -3.6691 -2.5886 -0.2422
57 H 1.2147 -0.9084 -6.0278
58 O 0.5473 -0.3006 -5.7300
59 H 0.4390 -3.0921 -4.9796
60 H 1.0763 -3.7682 -3.8599
61 O 0.7292 -3.9999 -4.7288
62 H -3.3606 -0.5016 -0.2919
63 H -2.1991 -0.5205 0.7275
64 O -2.7490 0.0946 0.2453
65 H 4.2610 2.9580 -3.2750
66 H 2.8172 3.6698 -2.9943
67 O 3.3036 2.8819 -3.2001
68 H -0.2136 1.3270 -4.6131
69 H -0.6820 2.6037 -3.7040
70 O 0.0331 2.0230 -3.9031
71 H 1.6727 -2.9690 1.5612
72 H 0.8067 -1.6254 1.5470
73 O 1.6819 -2.0190 1.6816
74 H 0.7443 -2.8299 3.8158
75 H 1.6032 -4.1913 3.6589
76 O 0.7854 -3.7352 3.4480
77 H -4.2921 -2.8762 -2.7159
78 H -5.5905 -2.0715 -2.9738
79 O -4.7804 -2.0931 -2.4510
80 H -2.8380 -5.8674 -0.8385
81 H -3.2182 -5.8871 0.7398
82 O -3.0263 -5.3287 -0.0284
83 H -3.9049 2.9125 0.4291
84 H -3.0549 1.6612 0.5066
85 O -3.8075 2.0276 0.0348
86 H -5.8109 1.1888 0.5674
87 H -5.5974 1.6440 1.8139
88 O -6.0289 0.8623 1.4741
89 H 2.5275 -2.6201 -2.1268
90 O 1.7574 -2.1269 -2.4486
91 H -1.1948 -0.0003 3.7382
92 H -1.3522 1.3216 2.9435
93 O -1.0932 0.4065 2.8879
94 H 1.3170 6.6257 0.0157
95 H -0.7992 -0.4833 -1.1604
96 H 0.8092 -0.1045 -4.8027
97 H 4.3387 -3.2586 -0.7057
98 H -1.5906 -2.4005 0.2873
99 H 1.7665 -1.1998 -2.6304
100 O 3.1081 0.6797 2.9380
101 H 2.2823 0.7700 2.4705
102 H 3.4757 1.5762 2.8153
103 O -3.2699 -4.7532 -2.9192
104 H -3.5895 -4.1138 -2.2487
105 H -3.0502 -4.2268 -3.6778
106 O 3.6683 1.6201 -0.9544
107 H 3.3514 2.1210 -0.1820
108 H 3.2920 1.9820 -1.7981
109 O -1.9091 0.5489 -4.6364
110 H -2.6556 0.6872 -5.2194
111 H -2.1583 -0.1365 -4.0295
112 O -3.5521 -2.2103 4.5334
113 H -2.7939 -2.8229 4.7145
114 H -3.1716 -1.6009 5.1787
115 O 1.8578 3.5214 0.0656
116 H 1.5982 3.2429 0.9912
117 H 2.1786 4.4197 -0.0166
118 O -5.9885 -1.5823 0.5185
119 H -6.6260 -1.5970 -0.1876
120 H -6.0316 -0.8211 1.1215

Multiplicity ... 2
Highest occupied orbital energy (alpha / beta) ... -12.60 / -12.60 eV
Total charge ... +1

[3]
DFT (the ωB97M-V functional and the def2-TZVPD basis) results for H8INSi3 in the gas phase in a non-equilibrium geometry.

Geometry (Å):
1 N -0.0949 -0.1748 -0.1643
2 Si 1.4553 -0.9370 0.0162
3 Si -1.0390 0.4204 1.1932
4 Si -0.8257 0.2572 -1.9532
5 I -2.0593 -1.6685 -2.6708
6 H 2.0287 -1.2349 -1.2738
7 H 1.2679 -2.1055 0.8317
8 H 2.3448 0.1179 0.8123
9 H -0.7295 1.8463 1.1299
10 H -2.4442 0.2428 0.7024
11 H -0.9352 0.0543 2.5792
12 H -1.1468 1.6602 -1.9847
13 H 0.3714 -0.0175 -2.7850

Multiplicity ... 1
Highest occupied orbital energy ... -9.25 eV
Structure (SMILES) ... [SiH3]N([SiH3])[SiH2]I

For the records above, the corresponding relative energy (zero: lowest compared OMol25 entry of this formula, charge and spin) values read 558.68; 621.14; 48.13 kJ/mol.